This record from OMol25 describes C79H193B2N11O36Ti as an isolated structure. The level of theory is the ωB97M-V functional and the def2-TZVPD basis.

HOMO (eV): -11.1
E_tot (eV): -199611.115
Net charge: +2
Spin multiplicity: 1

Geometry (Å):
Ti1 -4.830 -1.071 0.744
O1 -6.301 1.899 4.044
O2 0.748 0.558 -5.061
O3 -3.018 4.595 3.414
O4 -1.265 5.872 3.374
O5 2.417 1.103 -1.506
O6 0.025 -1.077 4.699
O7 -1.281 -1.280 -0.084
O8 -5.207 3.859 4.358
O9 -4.359 -0.052 4.209
O10 3.095 4.393 -0.256
O11 -5.501 2.533 1.196
O12 3.284 -1.115 0.283
O13 -5.320 -6.633 -3.394
O14 -3.302 -2.163 -0.397
O15 -3.429 -6.293 -0.402
O16 -4.720 6.199 3.852
O17 -3.373 7.989 3.892
O18 -4.919 -2.855 2.011
O19 0.411 0.053 -1.253
O20 8.214 1.141 3.176
O21 -0.260 -2.087 -2.062
O22 1.235 -5.215 -2.630
O23 4.996 4.644 -2.417
O24 3.301 -4.590 7.800
O25 -2.938 3.904 -4.474
O26 -1.918 -3.622 -2.516
O27 8.157 -0.102 -2.815
O28 5.860 5.362 3.502
O29 1.174 -1.851 -0.124
O30 -3.374 -0.848 -2.819
O31 -2.907 2.489 -0.313
O32 -8.002 -0.744 -1.249
O33 -9.101 0.908 1.523
O34 1.545 0.485 2.795
O35 3.704 -6.423 -0.962
O36 -5.130 4.553 2.133
N1 0.031 3.270 -4.384
N2 9.724 2.316 1.050
N3 -3.243 0.369 1.507
N4 8.669 5.499 3.070
N5 -4.859 -3.342 -3.085
N6 -4.998 0.283 -0.972
N7 -6.400 -0.081 1.970
N8 -0.525 -2.716 2.440
N9 5.644 2.143 -1.396
N10 -6.110 -2.535 -0.333
N11 -2.336 -6.802 -2.728
C1 -5.310 -4.088 1.194
C2 -2.056 5.235 -6.250
C3 -7.587 -0.701 2.451
C4 -9.388 -0.481 -1.253
C5 -0.309 -2.401 4.865
C6 0.030 -3.291 3.684
C7 8.064 -0.202 2.626
C8 -4.421 -2.591 -4.249
C9 2.232 -6.146 -4.567
C10 1.651 -4.914 -4.010
C11 -2.503 -6.994 0.463
C12 -2.654 4.934 -0.440
C13 -4.438 5.477 -5.606
C14 -0.700 3.405 -0.775
C15 -5.841 2.291 -2.189
C16 7.617 1.110 -2.403
C17 -3.014 5.226 -5.090
C18 -6.553 -3.720 0.465
C19 3.240 -3.238 8.187
C20 -1.303 1.451 2.604
C21 -2.447 0.465 2.804
C22 -5.426 3.256 2.173
C23 -5.699 2.847 3.659
C24 6.898 6.082 -2.660
C25 -7.317 -1.558 3.641
C26 3.498 1.094 4.070
C27 6.399 5.465 2.140
C28 1.613 -0.532 -4.761
C29 -3.243 -7.600 1.608
C30 -2.102 -2.098 -0.632
C31 -1.397 -2.718 -1.931
C32 9.521 0.006 -3.219
C33 -6.271 -7.640 -3.207
C34 -0.177 -0.279 5.853
C35 2.967 0.662 2.755
C36 5.372 0.897 -3.522
C37 -2.186 -5.997 -5.038
C38 8.269 6.229 0.782
C39 -2.421 5.758 3.583
C40 -3.073 -6.208 -3.862
C41 1.978 5.620 1.359
C42 -4.235 -1.096 -3.956
C43 1.799 -2.819 8.364
C44 -7.308 0.140 -2.090
C45 -2.171 3.619 -1.020
C46 -9.750 2.178 1.762
C47 0.564 2.904 -5.654
C48 10.442 1.492 2.083
C49 -7.033 -4.974 -0.443
C50 1.732 0.222 -1.152
C51 1.504 -3.723 3.668
C52 -2.728 0.396 -2.913
C53 3.196 1.712 1.684
C54 5.304 4.105 3.812
C55 5.674 -5.683 0.130
C56 2.616 -3.744 -3.983
C57 1.460 1.709 -5.580
C58 1.355 4.076 -6.167
C59 -8.675 0.333 2.717
C60 -4.262 -7.089 -4.234
C61 9.571 1.509 3.412
C62 3.556 -4.233 0.176
C63 -3.529 6.809 3.778
C64 6.176 0.988 -2.202
C65 2.405 5.616 -0.119
C66 11.841 1.999 2.399
C67 5.402 5.469 -4.607
C68 -3.341 0.910 4.006
C69 7.694 6.168 2.185
C70 3.320 6.803 -0.388
C71 -1.381 -6.022 1.021
C72 -6.236 0.975 -1.413
C73 -3.854 -3.007 2.861
C74 2.244 -1.008 -0.263
C75 -4.830 -0.056 5.574
C76 4.204 -5.645 0.156
C77 4.171 -2.937 9.370
C78 -5.377 -2.716 -5.365
C79 6.045 4.994 -3.303
B1 0.062 -1.288 -0.883
B2 -4.522 4.800 3.503
H1 -3.505 -3.052 -4.662
H2 12.404 1.988 1.463
H3 -8.309 1.103 3.450
H4 3.995 -1.900 9.738
H5 -2.194 5.773 -0.961
H6 5.950 2.080 -0.402
H7 -3.788 1.894 3.942
H8 9.906 -0.980 -3.407
H9 -5.577 2.993 -1.415
H10 -8.194 -2.140 3.912
H11 1.467 5.795 -0.730
H12 -6.639 0.644 1.272
H13 6.540 4.477 1.641
H14 1.827 3.855 -7.126
H15 4.387 0.522 -3.223
H16 4.183 -4.918 8.055
H17 -5.410 -4.874 1.989
H18 -4.998 -2.109 -6.205
H19 -6.430 -2.394 -5.238
H20 -4.331 0.630 6.243
H21 3.679 -3.666 -0.751
H22 8.371 -0.981 3.372
H23 0.920 -1.403 -4.549
H24 7.589 5.575 -1.941
H25 -0.099 2.388 -3.791
H26 3.375 -0.279 2.567
H27 -6.501 -2.200 3.383
H28 3.599 -2.575 7.395
H29 -10.395 2.065 2.679
H30 9.476 6.136 3.230
H31 4.389 3.911 3.258
H32 -6.135 -5.616 -0.565
H33 -2.028 3.738 -4.291
H34 5.333 3.912 -1.900
H35 -4.952 2.092 -2.799
H36 4.014 -3.517 0.913
H37 2.256 -2.863 -3.342
H38 6.244 6.809 -2.167
H39 1.538 6.624 1.656
H40 -2.896 -2.835 2.305
H41 -3.170 -6.397 -1.374
H42 -2.441 0.651 -1.892
H43 3.447 0.300 4.823
H44 5.937 -5.342 -0.863
H45 -9.684 0.437 -0.737
H46 2.975 5.482 1.870
H47 -4.569 -4.303 0.482
H48 3.746 -7.339 -0.707
H49 -3.947 -2.297 3.641
H50 0.061 -3.110 1.698
H51 7.608 6.628 -3.340
H52 2.591 -5.986 -5.625
H53 7.625 6.632 0.008
H54 -3.734 1.227 1.274
H55 -3.707 -0.679 -4.777
H56 -5.261 -4.201 -3.433
H57 -2.282 5.010 0.625
H58 -2.141 -0.524 3.080
H59 6.045 -6.729 0.127
H60 -0.516 -6.590 1.329
H61 5.215 -3.141 9.077
H62 9.947 3.320 1.074
H63 -6.681 2.717 -2.834
H64 0.176 -2.892 5.745
H65 3.646 4.461 -1.046
H66 9.492 0.689 -4.072
H67 2.691 -3.326 -4.964
H68 -7.368 -3.398 1.144
H69 3.066 1.986 4.568
H70 -8.028 0.901 -2.471
H71 -0.675 1.158 1.716
H72 -5.958 0.285 2.817
H73 1.199 4.977 1.712
H74 -1.694 -7.557 -2.889
H75 3.343 7.089 -1.473
H76 -1.382 -2.487 5.058
H77 7.777 1.980 -3.145
H78 -4.517 1.186 -0.762
H79 1.818 1.483 -6.586
H80 -2.604 4.749 -7.044
H81 10.611 0.421 1.696
H82 -6.914 -0.491 -2.939
H83 -7.913 -5.542 0.036
H84 4.797 6.414 -4.423
H85 8.238 5.454 3.981
H86 -4.530 6.447 -6.061
H87 6.260 5.734 -5.312
H88 6.070 3.342 3.517
H89 1.197 -3.461 9.030
H90 -10.414 2.220 0.934
H91 -4.522 -7.076 -5.254
H92 -9.015 2.968 1.830
H93 0.893 4.972 -6.428
H94 0.711 -0.346 6.555
H95 -2.007 -6.955 -5.552
H96 3.862 -6.085 1.111
H97 2.084 -5.420 -2.290
H98 5.962 0.092 -1.689
H99 -4.122 -8.126 -3.947
H100 0.540 3.873 -3.800
H101 -7.023 -7.220 -2.552
H102 -1.110 4.671 -6.081
H103 -2.362 2.384 0.457
H104 4.633 1.971 -1.292
H105 -5.873 0.223 5.595
H106 6.145 -5.220 0.957
H107 -4.837 4.804 -6.332
H108 9.220 6.811 0.864
H109 2.164 -2.937 3.311
H110 10.013 0.781 4.179
H111 3.824 -3.698 10.150
H112 -7.409 -4.581 -1.356
H113 -5.147 -0.522 -3.784
H114 -2.525 -8.131 2.277
H115 -3.760 -6.811 2.241
H116 10.168 0.508 -2.490
H117 -5.543 -3.731 -5.764
H118 -5.681 -2.801 -1.166
H119 2.272 1.878 -4.926
H120 8.095 1.471 -1.486
H121 4.282 1.886 1.810
H122 -0.280 2.539 -6.224
H123 2.730 2.640 1.838
H124 4.344 6.410 -0.260
H125 3.107 1.378 0.670
H126 7.017 -0.236 2.340
H127 -4.775 -1.042 6.009
H128 -1.175 -5.568 -4.892
H129 -1.977 0.428 -3.647
H130 -1.737 2.471 2.513
H131 -0.454 -4.256 3.856
H132 -5.073 5.500 -4.702
H133 3.119 -6.284 -3.915
H134 4.822 4.604 -5.015
H135 5.823 0.135 -4.109
H136 -3.730 5.060 -0.385
H137 -3.549 -5.283 -3.457
H138 8.763 2.309 1.420
H139 8.618 -0.287 1.677
H140 4.632 1.187 3.872
H141 -0.622 1.524 3.412
H142 -2.666 -5.360 -5.814
H143 1.316 -2.932 7.424
H144 1.310 -0.228 3.401
H145 1.670 -7.047 -4.416
H146 1.705 -4.650 3.051
H147 -3.594 -3.990 3.343
H148 5.118 4.112 4.856
H149 -2.665 0.947 4.907
H150 6.523 4.039 -3.565
H151 8.511 5.208 0.475
H152 -3.395 1.236 -3.241
H153 -1.043 -5.263 0.354
H154 -1.621 -6.026 -2.416
H155 7.466 7.144 2.547
H156 -5.848 -8.457 -2.645
H157 -1.153 -0.586 6.371
H158 -7.001 -2.065 -0.610
H159 -7.065 -0.961 4.476
H160 5.284 1.880 -3.935
H161 11.762 2.956 2.889
H162 -0.346 3.690 0.206
H163 -9.490 -0.224 3.233
H164 2.220 -0.325 -3.870
H165 3.056 7.713 0.239
H166 -1.930 -7.828 -0.055
H167 -7.970 -1.413 1.715
H168 -1.789 -5.499 1.917
H169 -0.434 -1.717 2.518
H170 -9.752 -0.402 -2.272
H171 -2.511 0.315 0.779
H172 -1.768 6.241 -6.526
H173 1.782 -1.824 8.683
H174 2.128 4.267 -5.390
H175 -2.472 3.611 -2.030
H176 9.589 2.499 3.954
H177 -4.097 -3.726 -2.525
H178 -4.577 -0.029 -1.743
H179 -0.467 0.736 5.497
H180 -6.690 -7.984 -4.177
H181 12.280 1.351 3.189
H182 -0.334 2.398 -1.045
H183 -2.693 5.949 -4.308
H184 2.182 -0.837 -5.631
H185 3.670 -4.010 -3.589
H186 -3.931 -8.413 1.290
H187 5.670 6.084 1.534
H188 0.725 -4.694 -4.471
H189 -0.124 4.088 -1.435
H190 1.778 -3.859 4.756
H191 -6.806 1.377 -0.561
H192 2.458 -4.211 0.383
H193 -9.932 -1.359 -0.786